*one*
{"formula": "C23H30CdClN9O5S4Sb", "method": "ωB97M-V/def2-TZVPD", "total_charge": -2, "spin_multiplicity": 2, "homo_lumo_gap_ev": [5.2, 5.8], "elements": ["Cd", "S", "Sb", "S", "S", "Cl", "C", "C", "C", "C", "O", "C", "C", "O", "C", "H", "H", "H", "H", "N", "C", "C", "C", "C", "C", "C", "S", "O", "O", "N", "C", "N", "C", "C", "C", "N", "H", "H", "H", "H", "H", "H", "H", "H", "H", "N", "C", "N", "O", "H", "H", "H", "H", "C", "N", "C", "C", "N", "N", "C", "C", "H", "H", "H", "H", "H", "H", "H", "H", "H", "H", "H", "H", "H"], "positions_angstrom": [[0.15950, -0.22844, 0.96492], [3.46339, 1.73953, 4.50279], [2.02003, -0.03765, 4.26564], [2.27869, -0.86728, 1.89675], [0.04397, 0.52937, 5.35182], [0.44442, -5.06299, -5.16125], [0.36190, -4.24780, -3.60933], [0.81091, -4.91757, -2.46143], [0.71394, -4.31054, -1.24138], [0.14125, -2.99800, -1.06475], [0.01928, -2.51162, 0.09015], [-0.27250, -2.33945, -2.27912], [-0.83268, -1.01104, -2.26642], [-1.13791, -0.34535, -1.28994], [-0.14401, -2.98069, -3.51854], [1.24161, -5.90677, -2.55968], [1.07535, -4.80620, -0.34823], [-1.03306, -0.60057, -3.27697], [-0.46003, -2.45130, -4.41110], [7.30085, -0.77433, -1.67233], [6.03391, -0.17242, -1.62275], [4.92143, -0.90847, -1.21575], [3.67079, -0.32384, -1.17771], [3.52528, 1.01023, -1.52861], [4.62580, 1.76154, -1.89747], [5.88074, 1.17498, -1.94343], [1.88675, 1.68089, -1.74166], [2.03852, 3.02833, -2.23827], [1.24757, 0.75506, -2.65476], [1.17872, 1.51600, -0.31226], [0.92274, 2.49720, 0.57644], [0.38416, 2.03680, 1.74229], [-0.00354, 2.92015, 2.64556], [0.12651, 4.28597, 2.44420], [0.72174, 4.66143, 1.25166], [1.12305, 3.80621, 0.32856], [7.27519, -1.77592, -1.76993], [7.94057, -0.34114, -2.31729], [5.04690, -1.95119, -0.94663], [2.80022, -0.89639, -0.88468], [4.47331, 2.80060, -2.15855], [6.74895, 1.75196, -2.24395], [-0.42349, 2.50818, 3.55802], [-0.19209, 5.00160, 3.18719], [0.88179, 5.71176, 1.01407], [-1.98786, -3.55285, 3.11836], [-0.88937, -2.71361, 2.98168], [0.30740, -3.31947, 3.16870], [-1.07733, -1.51501, 2.76867], [-1.86614, -4.40211, 3.64114], [-2.85578, -3.06682, 3.26356], [0.33273, -4.31301, 3.00682], [1.09514, -2.79482, 2.75035], [-5.39002, 1.21101, 1.57106], [-4.44472, 0.41492, 0.80117], [-4.05415, -0.80537, 1.49761], [-3.33791, 1.16521, 0.35051], [-2.19265, 0.97984, 0.85543], [-3.64476, 2.13258, -0.60182], [-2.53788, 2.94341, -1.07876], [-4.66522, 1.87567, -1.59888], [-5.01480, 1.42205, 2.58226], [-6.33491, 0.66832, 1.65625], [-5.57111, 2.15906, 1.06747], [-4.95329, -1.40700, 1.65487], [-3.56268, -0.60454, 2.45554], [-3.34755, -1.35455, 0.87803], [-1.47389, 1.51660, 0.38545], [-1.79953, 2.36308, -1.64578], [-2.03246, 3.41987, -0.23656], [-2.93586, 3.73058, -1.71956], [-5.33976, 1.10382, -1.24177], [-4.22128, 1.54175, -2.54536], [-5.23478, 2.79058, -1.79231]]}

---

*two*
{"formula": "C23H30CdClN9O5S4Sb", "method": "ωB97M-V/def2-TZVPD", "total_charge": -2, "spin_multiplicity": 2, "homo_lumo_gap_ev": [3.1, 5.6], "elements": ["Cd", "S", "Sb", "S", "S", "Cl", "C", "C", "C", "C", "O", "C", "C", "O", "C", "H", "H", "H", "H", "N", "C", "C", "C", "C", "C", "C", "S", "O", "O", "N", "C", "N", "C", "C", "C", "N", "H", "H", "H", "H", "H", "H", "H", "H", "H", "N", "C", "N", "O", "H", "H", "H", "H", "C", "N", "C", "C", "N", "N", "C", "C", "H", "H", "H", "H", "H", "H", "H", "H", "H", "H", "H", "H", "H"], "positions_angstrom": [[-0.41882, -0.20499, -0.58122], [0.54049, -4.68835, 2.82313], [1.30665, -2.65600, 2.12102], [2.05710, -0.83728, -0.53264], [1.72453, -2.88063, -0.21359], [-5.73569, -0.52006, -5.83389], [-4.33955, -0.14783, -4.81000], [-3.83614, 1.14367, -4.80545], [-2.71931, 1.40127, -3.99810], [-2.10095, 0.43438, -3.21284], [-1.01144, 0.73528, -2.53530], [-2.66851, -0.89947, -3.19952], [-2.18482, -1.96613, -2.42085], [-1.21898, -1.98795, -1.55716], [-3.78978, -1.14576, -4.04399], [-4.29350, 1.92129, -5.40136], [-2.31010, 2.40537, -3.96810], [-2.69521, -2.92705, -2.58645], [-4.21480, -2.14269, -4.06776], [-5.72948, 3.21319, 5.35273], [-4.98200, 2.96415, 4.18457], [-5.06936, 1.73202, 3.54218], [-4.35810, 1.49701, 2.37579], [-3.56563, 2.49721, 1.83334], [-3.48718, 3.73482, 2.45628], [-4.18977, 3.96542, 3.62771], [-2.66909, 2.17301, 0.32990], [-2.52046, 3.45167, -0.31990], [-3.40148, 1.13356, -0.34146], [-1.28467, 1.49391, 0.79740], [-0.34414, 2.16288, 1.52312], [0.68200, 1.38193, 1.91731], [1.70622, 1.97316, 2.49643], [1.72151, 3.33166, 2.77745], [0.56434, 4.01584, 2.45584], [-0.47313, 3.45904, 1.84773], [-5.93874, 2.37604, 5.87565], [-5.30754, 3.90697, 5.95151], [-5.70367, 0.95614, 3.95808], [-4.42284, 0.54472, 1.86433], [-2.86792, 4.49964, 2.01054], [-4.13170, 4.93308, 4.11452], [2.54025, 1.32746, 2.75619], [2.57180, 3.81743, 3.23257], [0.45823, 5.07066, 2.69754], [1.56715, 1.90438, -2.53813], [1.16974, 2.79467, -1.55656], [0.01963, 3.48455, -1.85999], [1.79985, 2.98743, -0.52293], [0.77587, 1.35113, -2.88470], [2.30889, 1.30734, -2.19625], [-0.61293, 2.93193, -2.43222], [-0.46178, 3.82641, -1.03766], [-2.81565, -3.78984, 3.25232], [-2.58514, -2.65249, 2.35869], [-2.56438, -3.04590, 0.94900], [-1.67370, -1.70168, 2.72391], [-0.68057, -1.35457, 1.93043], [-1.87032, -1.11567, 3.93554], [-0.88884, -0.17734, 4.45177], [-3.16284, -1.07129, 4.58840], [-2.05563, -4.55540, 3.09948], [-3.80523, -4.19970, 3.03721], [-2.78067, -3.48509, 4.29554], [-3.46382, -3.63356, 0.75983], [-1.68010, -3.63029, 0.68918], [-2.58093, -2.16733, 0.31344], [-0.23720, -0.47498, 2.20479], [-0.91665, 0.77889, 3.92073], [0.11667, -0.58972, 4.37402], [-1.10761, 0.00019, 5.50409], [-3.91055, -1.55607, 3.96690], [-3.45845, -0.03053, 4.73586], [-3.12676, -1.56908, 5.56253]]}

---

Pick *two*: it beats the second-best structure by 0.854 eV.

---

*one*
{"formula": "C21H23N3O4S", "method": "ωB97M-V/def2-TZVPD", "spin_multiplicity": 1, "homo_lumo_gap_ev": 8.6, "elements": ["C", "C", "S", "C", "C", "C", "C", "C", "O", "N", "C", "C", "C", "C", "C", "C", "C", "O", "N", "C", "C", "O", "N", "C", "C", "C", "C", "C", "O", "H", "H", "H", "H", "H", "H", "H", "H", "H", "H", "H", "H", "H", "H", "H", "H", "H", "H", "H", "H", "H", "H", "H"], "positions_angstrom": [[5.35304, 2.48292, 0.48223], [4.12837, 1.68293, 0.21189], [2.73003, 2.43997, -0.51531], [1.87391, 0.94889, -0.47114], [2.62250, -0.07261, 0.07499], [3.92813, 0.36406, 0.46994], [4.96071, -0.51474, 1.09225], [2.04489, -1.39162, 0.20238], [2.57612, -2.37364, 0.67369], [0.72466, -1.46667, -0.28003], [0.05385, -2.72684, -0.13914], [0.51693, -3.83188, -0.83443], [-0.12887, -5.04662, -0.68702], [-1.23370, -5.15237, 0.14034], [-1.69106, -4.04265, 0.83050], [-1.04511, -2.82666, 0.69919], [-0.01812, -0.45070, -0.83092], [-1.15909, -0.59972, -1.22052], [0.61479, 0.77155, -0.95835], [-0.20440, 1.88384, -1.38661], [-0.97899, 2.41223, -0.16483], [-0.42138, 2.58734, 0.89844], [-2.27539, 2.66587, -0.39354], [-3.18577, 3.08247, 0.64650], [-4.22989, 1.99148, 0.91430], [-3.62239, 0.66037, 1.40942], [-4.00322, -0.35103, 0.32255], [-5.19072, 0.33596, -0.35111], [-4.89677, 1.71707, -0.31042], [6.20652, 2.06576, -0.05299], [5.58810, 2.46901, 1.54675], [5.21316, 3.51383, 0.16895], [4.56689, -1.51916, 1.20856], [5.85406, -0.54893, 0.46945], [5.24818, -0.12726, 2.06886], [1.37913, -3.73962, -1.47659], [0.23163, -5.91147, -1.22342], [-1.73764, -6.10123, 0.24936], [-2.55021, -4.12384, 1.47957], [-1.39075, -1.95768, 1.23790], [0.44501, 2.67243, -1.77353], [-0.88040, 1.52964, -2.16644], [-2.72468, 2.34465, -1.23818], [-2.60297, 3.28403, 1.54655], [-3.69814, 3.99433, 0.32581], [-4.95617, 2.37946, 1.64529], [-4.05196, 0.38678, 2.37265], [-2.54360, 0.74445, 1.52686], [-3.18735, -0.47925, -0.38788], [-4.27114, -1.32404, 0.72712], [-6.12143, 0.13538, 0.20073], [-5.32730, 0.05715, -1.39616]]}

---

*two*
{"formula": "C21H23N3O4S", "method": "ωB97M-V/def2-TZVPD", "spin_multiplicity": 1, "homo_lumo_gap_ev": 8.7, "elements": ["C", "O", "C", "C", "C", "C", "C", "C", "N", "C", "O", "C", "C", "C", "C", "C", "C", "S", "O", "O", "N", "C", "C", "C", "C", "C", "C", "N", "C", "H", "H", "H", "H", "H", "H", "H", "H", "H", "H", "H", "H", "H", "H", "H", "H", "H", "H", "H", "H", "H", "H", "H"], "positions_angstrom": [[-0.99671, 3.50603, -1.89613], [-2.23847, 3.98091, -2.36820], [-3.38460, 3.46444, -1.85688], [-4.57186, 3.89904, -2.45072], [-5.78454, 3.42061, -2.00318], [-5.84081, 2.49396, -0.97388], [-4.67070, 2.06144, -0.37001], [-4.72141, 1.04881, 0.74833], [-3.53741, 0.22147, 0.76727], [-2.70721, 0.14839, 1.82989], [-2.99547, 0.55237, 2.93875], [-1.37358, -0.45853, 1.52370], [-0.71128, -1.22642, 2.47974], [0.55123, -1.73550, 2.24859], [1.22678, -1.43614, 1.05820], [0.56248, -0.64248, 0.12974], [-0.71669, -0.18050, 0.33194], [1.45506, -0.23893, -1.34804], [2.38880, 0.81142, -1.04604], [0.53581, -0.02893, -2.42353], [2.32215, -1.62129, -1.57075], [2.83510, -2.19113, -0.55111], [3.88797, -3.22862, -0.81959], [5.29522, -2.63633, -0.68553], [5.73355, -2.50306, 0.76812], [4.78492, -1.64371, 1.59887], [3.40943, -2.28054, 1.82634], [2.48275, -1.95801, 0.75201], [-3.44708, 2.55717, -0.80590], [-0.87192, 3.69239, -0.82491], [-0.86036, 2.43996, -2.10514], [-0.24269, 4.06819, -2.44374], [-4.51111, 4.60875, -3.25994], [-6.69744, 3.76233, -2.46738], [-6.79291, 2.11107, -0.63843], [-4.76600, 1.54796, 1.72265], [-5.61635, 0.42514, 0.64282], [-3.24271, -0.15905, -0.11849], [-1.21530, -1.43180, 3.41197], [0.99863, -2.37528, 2.99287], [-1.14809, 0.42046, -0.45341], [3.73573, -3.55069, -1.84927], [3.77334, -4.08708, -0.15626], [5.99999, -3.28348, -1.21035], [5.30853, -1.65994, -1.17223], [6.72889, -2.05599, 0.79636], [5.80710, -3.49612, 1.21985], [4.64549, -0.67377, 1.11710], [5.24144, -1.46967, 2.57523], [2.99104, -1.86404, 2.74220], [3.50563, -3.36461, 1.95485], [-2.54435, 2.23933, -0.30834]]}

---

Pick *one*: it beats the second-best structure by 1.651 eV.

---

*one*
{"formula": "C21H23N3O4S", "method": "ωB97M-V/def2-TZVPD", "spin_multiplicity": 1, "homo_lumo_gap_ev": 8.6, "elements": ["C", "O", "C", "N", "N", "C", "C", "C", "C", "C", "C", "C", "S", "O", "O", "N", "C", "C", "C", "C", "C", "O", "C", "C", "C", "C", "C", "C", "C", "H", "H", "H", "H", "H", "H", "H", "H", "H", "H", "H", "H", "H", "H", "H", "H", "H", "H", "H", "H", "H", "H", "H"], "positions_angstrom": [[2.31068, -5.41453, -4.21894], [2.41133, -4.00187, -4.20673], [1.48663, -3.35522, -3.48887], [0.57120, -4.03828, -2.85349], [-0.31874, -3.42922, -2.09311], [-0.34237, -2.12932, -1.96410], [-1.34652, -1.59364, -1.03522], [-2.64380, -2.09996, -1.03989], [-3.59718, -1.59328, -0.17825], [-3.28943, -0.57506, 0.72030], [-4.31328, 0.00558, 1.63565], [-1.97907, -0.10896, 0.74338], [-1.56045, 1.21662, 1.88227], [-1.80440, 0.75435, 3.22171], [-2.20709, 2.40196, 1.40658], [0.10650, 1.34085, 1.65765], [0.64525, 2.65175, 1.38763], [0.91463, 3.47826, 2.65885], [2.02989, 2.89532, 3.54661], [1.47171, 3.06528, 4.95888], [-0.03220, 2.94795, 4.71180], [-0.25839, 3.54998, 3.44919], [-1.01875, -0.60197, -0.11293], [0.55320, -1.27479, -2.69178], [0.48510, 0.12956, -2.72321], [1.39632, 0.84422, -3.45751], [2.39546, 0.19601, -4.19447], [2.46040, -1.17262, -4.21718], [1.53567, -1.92222, -3.47451], [2.38294, -5.81212, -3.20482], [1.35592, -5.72659, -4.64632], [3.13839, -5.76750, -4.83024], [-2.88994, -2.88879, -1.73339], [-4.60266, -1.98698, -0.20332], [-5.29217, -0.43254, 1.45764], [-4.02154, -0.16310, 2.67100], [-4.36267, 1.08406, 1.49379], [0.56278, 0.86900, 2.42537], [1.56837, 2.55102, 0.80625], [-0.11281, 3.16314, 0.79289], [1.16316, 4.50277, 2.34460], [2.97357, 3.41647, 3.39877], [2.18335, 1.83760, 3.32270], [1.83908, 2.31692, 5.65729], [1.71121, 4.05811, 5.34153], [-0.63680, 3.48874, 5.44183], [-0.35944, 1.90008, 4.69244], [-0.01155, -0.22418, -0.03868], [-0.29756, 0.63675, -2.18074], [1.34142, 1.92282, -3.47676], [3.10339, 0.78293, -4.76064], [3.20121, -1.69533, -4.80148]]}

---

*two*
{"formula": "C21H23N3O4S", "method": "ωB97M-V/def2-TZVPD", "spin_multiplicity": 1, "homo_lumo_gap_ev": 8.6, "elements": ["C", "C", "N", "C", "C", "S", "O", "O", "C", "C", "C", "C", "N", "C", "O", "C", "C", "C", "O", "N", "C", "C", "C", "C", "C", "C", "C", "C", "C", "H", "H", "H", "H", "H", "H", "H", "H", "H", "H", "H", "H", "H", "H", "H", "H", "H", "H", "H", "H", "H", "H", "H"], "positions_angstrom": [[0.86104, 2.46178, 1.96491], [1.31812, 2.89524, 0.57452], [2.09961, 1.88235, -0.09706], [3.44921, 1.60150, 0.33407], [4.45206, 2.68886, -0.04352], [1.74735, 1.43866, -1.64767], [2.89195, 1.55497, -2.50782], [0.52900, 2.08190, -2.05008], [1.39743, -0.30869, -1.43484], [2.04197, -1.27936, -2.19143], [1.72356, -2.60796, -2.01278], [0.75703, -2.97539, -1.06892], [0.40902, -4.28166, -0.88385], [-0.54333, -4.75137, 0.00607], [-0.79025, -5.93798, 0.06647], [-1.17542, -3.71481, 0.80869], [-0.85812, -2.40947, 0.67501], [-1.46674, -1.34860, 1.55100], [-0.80511, -0.67654, 2.31334], [-2.80168, -1.21624, 1.40189], [-3.49527, -0.10187, 2.01636], [-3.09445, 1.23116, 1.42250], [-3.17457, 2.37984, 2.19859], [-2.80132, 3.60552, 1.67756], [-2.32822, 3.69478, 0.37904], [-2.24259, 2.55509, -0.40187], [-2.63320, 1.33233, 0.11702], [0.11871, -1.98478, -0.29182], [0.45037, -0.64364, -0.50161], [1.70300, 2.39380, 2.64916], [0.15991, 3.19545, 2.35372], [0.36424, 1.49573, 1.93739], [1.88160, 3.83427, 0.64607], [0.45184, 3.06618, -0.06523], [3.43913, 1.44264, 1.41579], [3.73311, 0.66260, -0.14791], [4.44373, 2.82408, -1.12150], [4.20054, 3.63170, 0.43557], [5.45008, 2.39558, 0.27148], [2.78172, -0.96489, -2.91047], [2.21056, -3.37399, -2.59779], [0.87197, -4.99046, -1.44177], [-1.89836, -4.05418, 1.53476], [-3.27452, -1.74692, 0.68863], [-3.25081, -0.09902, 3.08304], [-4.57056, -0.26256, 1.90359], [-3.52694, 2.31084, 3.21764], [-2.87032, 4.49183, 2.29142], [-2.02307, 4.64925, -0.02290], [-1.85129, 2.60810, -1.40627], [-2.56629, 0.45195, -0.50704], [-0.02476, 0.13935, 0.06552]]}

---

Pick *two*: it beats the second-best structure by 2.385 eV.

---

*one*
{"formula": "C4H3N3", "method": "ωB97M-V/def2-TZVPD", "spin_multiplicity": 1, "homo_lumo_gap_ev": 9.6, "elements": ["N", "C", "C", "N", "C", "C", "N", "H", "H", "H"], "positions_angstrom": [[-2.95957, -0.02201, -1.52345], [-1.99527, 0.11818, -0.90047], [-0.77874, 0.24512, -0.15021], [-0.63491, 0.80876, 1.01089], [0.74016, 0.66696, 1.33124], [1.33223, 0.00180, 0.26641], [0.38483, -0.31316, -0.63882], [1.06199, -0.30450, 1.82920], [2.37748, -0.26037, 0.19623], [0.47181, -0.94078, -1.42102]]}

---

*two*
{"formula": "C4H3N3", "method": "ωB97M-V/def2-TZVPD", "spin_multiplicity": 1, "homo_lumo_gap_ev": 10.1, "elements": ["N", "C", "C", "N", "C", "C", "N", "H", "H", "H"], "positions_angstrom": [[-1.85098, -2.73896, -0.56637], [-1.29876, -1.72762, -0.46644], [-0.58310, -0.50213, -0.27266], [-1.04273, 0.71334, -0.46319], [-0.03747, 1.53803, -0.04311], [1.03470, 0.81097, 0.40932], [0.67700, -0.49880, 0.25384], [-0.14186, 2.61397, -0.08036], [1.98157, 1.10109, 0.84137], [1.26163, -1.30990, 0.38761]]}

---

*three*
{"formula": "C4H3N3", "method": "ωB97M-V/def2-TZVPD", "spin_multiplicity": 1, "homo_lumo_gap_ev": 9.1, "elements": ["C", "C", "C", "C", "N", "N", "N", "H", "H", "H"], "positions_angstrom": [[2.22564, -0.13634, -0.23324], [1.26871, -0.28251, -0.95976], [-0.02995, -0.04079, -0.38146], [-0.76106, 1.09822, -0.17986], [-1.92238, 0.74138, 0.42775], [-1.92088, -0.53107, 0.65839], [-0.75959, -1.01438, 0.19352], [2.90267, 0.04662, 0.55129], [-0.50592, 2.12390, -0.40314], [-0.51135, -1.98436, 0.33105]]}

---

Pick *two*: it beats the second-best structure by 2.676 eV.